# 1
Computed, not measured: a gas-phase ion, C9H15INO (charge +1) at a distorted geometry, with ωB97M-V/def2-TZVPD.

Output
Charge: +1
LUMO level: -4.0 eV
Molecular weight: 280.129 g/mol
Largest force on an atom: 0.0963 hartree/bohr
SMILES string: C[C@H]1C[C@@H]2C[N@@H+]3CC[C@]3(I)O[C@@H]21
Total energy: -779.2725 a.u.

```
27
C9H15INO ωB97M-V/def2-TZVPD
I -3.6833 -0.5702 -0.1820
O -0.8392 -0.2034 1.0863
N -1.2372 1.4732 -0.6151
C 0.3819 -0.2713 -1.0554
C 1.3578 -2.9685 0.3757
C -1.8287 0.5449 0.6170
C -0.2769 -1.0709 0.0690
C -2.0986 1.9315 1.3822
C -1.7098 2.6712 0.1498
C 1.1238 -1.5510 0.5311
C 1.7404 -0.6858 -0.5920
C 0.1377 1.2879 -0.7183
H -1.0079 -1.8221 -0.2080
H 0.4254 1.9474 -1.4343
H 2.4388 -0.0181 -0.1920
H 1.3777 -3.3712 -0.6621
H -3.0892 2.0240 1.6714
H -1.7973 1.2732 -1.4098
H 2.2578 -3.3493 0.8270
H 1.4225 -1.3390 1.5120
H 0.6530 -3.6690 0.8416
H -0.8000 3.1722 0.2634
H 2.1847 -1.3508 -1.2850
H 0.4932 1.2693 0.3227
H 0.0004 -0.4798 -2.0361
H -1.4211 2.0076 2.2115
H -2.5326 3.0598 -0.3866
```

Results of the natural (NBO) charge analysis, in e, for atoms 1 through 6: I 0.11; O -0.53; N -0.41; C -0.24; C -0.63; C 0.45

# 2
Computed, not measured: a single C9H15N3 molecule at a distorted geometry, with ωB97M-V/def2-TZVPD.

Output
LUMO level: 0.7 eV
Molecular weight: 165.240 g/mol
Largest force on an atom: 0.1913 hartree/bohr
SMILES string: NCc1cc(CN)cc(CN)c1
Total energy: -515.9585 a.u.

```
27
C9H15N3 ωB97M-V/def2-TZVPD
N -2.3135 2.5803 0.5103
N 3.9415 0.2062 0.6730
N -2.1264 -2.7916 0.8170
C -0.8234 -1.1107 -0.4287
C -1.7345 -2.2178 -0.4548
C -1.0985 2.6584 -0.3556
C 1.0231 1.0728 0.0461
C 0.5119 -1.3213 -0.2525
C -1.1798 0.1350 -0.2162
C 2.8940 -0.4105 -0.4943
C -0.4966 1.2815 -0.1274
C 1.4217 -0.2364 -0.1640
H -2.4705 -2.0462 -1.1277
H -0.2996 3.7005 -0.4324
H -2.3669 -2.0174 1.5299
H -0.9975 -2.9184 1.1118
H 1.6565 1.8903 0.1960
H 3.9230 -0.5934 1.4927
H 3.1355 0.3885 -1.3752
H -2.0316 2.1137 1.3181
H -2.3221 0.4644 -0.7054
H -1.1518 -3.2424 -0.6242
H 3.7896 0.9808 1.2630
H 3.2458 -1.3802 -1.0247
H 0.8688 -2.3712 -0.2346
H -2.9354 3.4527 0.7349
H -1.6622 2.5083 -1.4403
```

Results of the natural (NBO) charge analysis, in e, for atoms 1 through 6: N -0.86; N -0.88; N -0.77; C 0.00; C -0.25; C -0.25

# 3
Computed, not measured: a single C9H15N3O4 molecule at a distorted geometry, with ωB97M-V/def2-TZVPD.

Output
LUMO level: 0.5 eV
Molecular weight: 229.236 g/mol
Largest force on an atom: 0.0832 hartree/bohr
SMILES string: NC(=O)C[C@H](NC(=O)[C@@H]1CCCN1)C(=O)O
Total energy: -817.1837 a.u.

```
31
C9H15N3O4 ωB97M-V/def2-TZVPD
O 0.4699 -1.5013 -0.6047
O -4.0589 -0.9292 0.0228
O -1.2987 2.8497 -0.2514
O -3.3316 1.8503 -0.1232
N 2.8952 1.0820 0.0530
N -2.4543 -2.5744 -0.1606
N 0.0980 0.6233 -0.0161
C 4.5943 -0.5702 0.4422
C -1.9307 1.8290 -0.0838
C 4.3318 0.8583 0.1008
C -2.8885 -1.3323 0.1735
C 0.9267 -0.3648 -0.3550
C 3.2162 -1.2932 0.0865
C 2.4060 -0.1454 -0.4582
C -1.3227 0.4656 0.0374
C -1.9774 -0.4541 1.0779
H -2.5650 0.0908 1.8683
H 4.9062 1.0905 -0.8823
H -1.5003 -0.0470 -0.9659
H 2.5387 -0.0406 -1.5229
H -1.2282 -1.0397 1.4566
H 5.2902 -1.0733 -0.3897
H -3.1305 -3.1690 -0.6851
H 3.3893 -1.9795 -0.7822
H 4.8780 -0.7607 1.4404
H 0.4452 1.5320 0.1344
H 4.6250 1.6394 0.8172
H -3.7290 0.9798 0.1320
H 2.7286 1.0814 1.1444
H 2.6761 -1.7913 0.9276
H -1.4767 -2.5415 -0.3025
```

Results of the natural (NBO) charge analysis, in e, for atoms 1 through 6: O -0.70; O -0.66; O -0.56; O -0.70; N -0.58; N -0.82

# 4
Computed, not measured: a single C9H15N3O6 molecule at a distorted geometry, with ωB97M-V/def2-TZVPD.

Output
LUMO level: 0.2 eV
Molecular weight: 261.234 g/mol
Largest force on an atom: 0.0656 hartree/bohr
SMILES string: NC(=O)CC[C@H](NC(=O)[C@@H](N)CC(=O)O)C(=O)O
Total energy: -967.6904 a.u.

```
33
C9H15N3O6 ωB97M-V/def2-TZVPD
O -3.2314 2.9252 -3.1774
O 0.9962 -2.6751 -1.7828
O -0.4009 1.6348 -0.0407
O -1.1371 3.1198 -2.1514
O 2.6964 -1.4610 -2.4047
O 3.5824 -2.3412 2.7937
N -3.2902 0.1661 0.3674
N -0.3174 -0.5926 -0.4434
N 1.9816 -0.8091 3.5065
C -2.4823 2.7862 -2.2201
C -2.8692 2.1028 -0.8607
C -2.4786 0.6282 -0.7448
C 1.5765 -1.6625 -1.7317
C 1.8155 -1.9014 1.3139
C 1.1111 -0.5591 -0.7313
C 1.9746 -0.5656 0.6056
C 2.5372 -1.7372 2.6465
C -0.9807 0.5868 -0.3493
H 2.2647 -2.7638 0.7694
H -3.3057 -0.8306 0.6328
H -0.7008 -1.3434 -1.0233
H 1.4388 0.3264 -1.3300
H 0.7588 -1.9953 1.4753
H -0.8270 2.8557 -1.2659
H 3.1646 -0.7075 -1.9874
H -2.3126 2.5524 -0.0267
H 2.3551 -0.7740 4.5012
H -3.0669 0.7153 1.2298
H 3.0379 -0.2751 0.4290
H -3.9622 2.3417 -0.7455
H -2.6201 0.1657 -1.7029
H 1.1926 -0.2153 3.2743
H 1.4992 0.3028 1.1748
```

Results of the natural (NBO) charge analysis, in e, for atoms 1 through 6: O -0.56; O -0.57; O -0.67; O -0.70; O -0.65; O -0.60

# 5
Computed, not measured: a single C9H15N3O6 molecule at a distorted geometry, with ωB97M-V/def2-TZVPD.

Output
LUMO level: 0.5 eV
Molecular weight: 261.234 g/mol
Largest force on an atom: 0.0912 hartree/bohr
SMILES string: NC(=O)C[C@H](N)C(=O)N[C@@H](CCC(=O)O)C(=O)O
Total energy: -967.7153 a.u.

```
33
C9H15N3O6 ωB97M-V/def2-TZVPD
O -3.7432 -0.5563 -0.0464
O 1.5038 1.7464 0.9915
O 0.7844 -1.9560 1.6996
O -2.5642 -1.6093 -1.5947
O -0.4846 2.8544 -0.3678
O -1.7382 1.3242 -1.4080
N 1.7995 -1.4692 -1.7187
N 1.9579 1.5948 -1.3062
N -0.2250 -1.1165 -0.0830
C 2.7972 -0.1750 0.2651
C 0.8774 -1.5548 0.5904
C 2.1253 -1.4445 -0.2469
C -1.8261 1.5104 1.0544
C -1.4513 0.1132 1.6220
C -1.5176 -1.0338 0.5646
C -2.6797 -1.1184 -0.4650
C -1.3698 1.8161 -0.3608
C 2.0029 1.1130 0.0040
H -0.4942 0.1934 2.1315
H -0.0298 -0.7791 -1.0472
H -1.5644 -1.9691 1.1177
H 1.2015 2.2130 -1.5277
H -4.3539 -0.5280 -0.8523
H 2.9356 -0.3185 1.3764
H 2.8052 -2.2669 0.0504
H -2.1309 -0.1236 2.4888
H 2.2174 0.8611 -2.0448
H 2.6581 -1.7509 -2.2024
H 3.8021 -0.2403 -0.1070
H -2.9491 1.5934 1.0075
H -1.4866 2.3361 1.8424
H 0.0072 2.9429 0.4414
H 1.1330 -2.2022 -1.8690
```

Results of the natural (NBO) charge analysis, in e, for atoms 1 through 6: O -0.66; O -0.67; O -0.61; O -0.62; O -0.72; O -0.59

# 6
Computed, not measured: 2 unconnected molecules or ions with the total composition C9H15N4O5 at a distorted geometry, with ωB97M-V/def2-TZVPD.

Output
Charge: -1
LUMO level: 1.3 eV
Molecular weight: 259.242 g/mol
Largest force on an atom: 0.0671 hartree/bohr
Total energy: -947.0370 a.u.

```
33
C9H15N4O5 ωB97M-V/def2-TZVPD
O -2.9691 0.1854 0.6668
O 2.8919 -3.5256 -0.2443
O 3.8324 -1.4802 0.1342
O 0.1752 2.1643 -1.9142
O -1.9941 2.0112 -2.3388
N 0.5230 -2.2642 0.2937
N 1.6136 -1.6048 0.3579
N -1.6625 1.9935 1.0841
N -0.8265 1.5106 -2.3628
C 5.0904 -2.1057 -0.1847
C -0.6193 -1.5122 0.3687
C -0.6374 0.2878 -2.8477
C -1.8588 -2.3566 0.2684
C -0.6148 -0.1324 0.4820
C -2.8238 2.8297 1.2478
C -1.8168 0.6686 0.7489
C 2.7981 -2.3494 0.0488
C -0.4088 2.6113 1.4718
H -2.7611 3.6833 0.5595
H -1.4929 -0.2349 -3.2563
H -3.7264 2.2535 1.0387
H 0.3759 -0.0924 -2.8580
H -1.9110 -2.8532 -0.7112
H 5.3825 -2.8180 0.5950
H -2.8565 3.2105 2.2784
H 0.3678 1.8553 1.6200
H 0.3214 0.3878 0.2945
H -0.5625 3.1531 2.4173
H 5.0388 -2.6294 -1.1465
H -0.0785 3.3207 0.6994
H -2.7501 -1.7243 0.3946
H 5.8115 -1.2926 -0.2339
H -1.8516 -3.1511 1.0281
```

Results of the natural (NBO) charge analysis, in e, for atoms 1 through 6: O -0.65; O -0.60; O -0.48; O -0.64; O -0.61; N -0.10

# 7
Computed, not measured: 2 unconnected molecules or ions with the total composition C9H15N5 at a distorted geometry, with ωB97M-V/def2-TZVPD.

Output
Charge: +2
LUMO level (spin up / spin down): -8.7 / -10.8 eV
Molecular weight: 193.254 g/mol
Largest force on an atom: 0.0945 hartree/bohr
Total energy: -624.7713 a.u.
Multiplicity: 3

```
29
C9H15N5 ωB97M-V/def2-TZVPD
N -2.7251 0.3236 2.5580
N -2.9753 1.0587 -1.1965
N -0.7105 0.5118 -1.1085
N -1.7874 -0.5521 0.6518
N -1.7171 1.2249 -1.6783
C -1.2786 1.6840 -2.8505
C 0.4292 0.6135 -1.9752
C 4.2273 -0.4500 0.2856
C 1.3562 -1.9963 1.9824
C 0.0361 1.3304 -3.0514
C -0.6712 -0.2189 0.0995
C -2.6943 -0.5506 1.5624
C 2.7199 -0.3093 0.4161
C 1.8584 -1.0496 1.0128
H 0.9412 -2.9233 1.6579
H 1.3637 0.0088 -1.6906
H -1.8819 2.1892 -3.5025
H 4.4222 -1.3213 -0.4795
H 0.4478 1.6362 -3.9617
H -2.2524 1.2271 2.5060
H -3.7247 0.7274 -1.8096
H 2.2770 -2.0962 2.7419
H -3.6688 0.3505 3.0103
H 2.3856 0.4710 -0.2570
H 4.6036 0.4896 -0.0162
H -3.4022 -1.4310 1.4243
H -3.0293 1.2210 -0.2222
H 4.7563 -0.7327 1.2014
H 0.6944 -1.4362 2.6890
```

Results of the natural (NBO) charge analysis, in e, for atoms 1 through 6: N -0.67; N -0.63; N -0.26; N -0.46; N 0.05; C 0.12

# 8
Computed, not measured: a single C9H15NO3 molecule at a distorted geometry, with ωB97M-V/def2-TZVPD.

Output
LUMO level: 0.9 eV
Molecular weight: 185.223 g/mol
Largest force on an atom: 0.0697 hartree/bohr
SMILES string: CC1=[N+]([O-])O[C@@H](C2CCCCC2)O1
Total energy: -632.2228 a.u.

```
28
C9H15NO3 ωB97M-V/def2-TZVPD
O 1.8653 0.9914 -0.3766
O 1.7630 -1.2716 -0.4744
O 3.9335 -1.5556 0.5113
N 3.1030 -0.7470 0.1019
C -2.3192 -1.4584 0.6884
C -2.5912 0.9866 0.0500
C 3.0401 0.5730 0.1323
C -3.2289 -0.3679 0.0252
C -0.3298 -0.1347 -0.0630
C 0.9628 -0.1977 -0.8349
C -1.1944 0.9510 -0.7193
C -1.0121 -1.4874 -0.0987
C 4.0969 1.5465 0.5633
H -1.2444 -1.7585 -1.1463
H -2.0082 -1.1968 1.7185
H -0.0868 0.0339 1.0842
H -1.1739 0.8174 -1.9012
H 3.4851 2.5278 0.7651
H 4.8193 1.5476 -0.3024
H -0.9298 2.0939 -0.6463
H -3.2989 1.7694 -0.3121
H 0.7539 -0.2531 -1.8872
H -4.1055 -0.3026 0.6492
H -2.6459 -2.4664 0.6949
H -2.5063 1.2280 1.0735
H 4.7313 1.2118 1.4481
H -3.6870 -0.7963 -0.9650
H -0.1918 -2.2843 0.2216
```

Results of the natural (NBO) charge analysis, in e, for atoms 1 through 6: O -0.51; O -0.44; O -0.46; N 0.30; C -0.40; C -0.40